# CH2N2O3

The molecule CH2N2O3 in a non-equilibrium geometry (ωB97M-V with the def2-TZVPD basis set, the OMol25 dataset).

Values from the calculation:
**Strongest force on any atom**: 0.141 Eh/bohr
**Total energy**: -10186.6992 eV

Atoms and positions in Å:
C -0.11358 0.01153 -0.01922
N 0.41736 -0.03004 -1.32448
N 0.50054 0.67789 1.04697
O -1.03023 -0.76272 0.29244
O 1.26815 0.58343 -2.01190
O -0.15538 0.47339 2.03498
H 0.06375 -0.85031 -1.81501
H -0.95061 -0.10316 1.79622